1.
{"formula": "C17H29N3O2S", "method": "wB97M-V/def2-TZVPD", "smiles": "CCCCN(CCCC)CCNC(=O)CNC(=O)c1cccs1", "e_above_lowest_kj_mol": 1459.6, "multiplicity": 1, "homo_energy_ev": -8.8, "homo_lumo_gap_ev": 7.84, "lumo_energy_ha": -0.03485, "species": ["C", "C", "C", "C", "N", "C", "C", "C", "C", "C", "C", "N", "C", "O", "C", "N", "C", "O", "C", "C", "C", "C", "S", "H", "H", "H", "H", "H", "H", "H", "H", "H", "H", "H", "H", "H", "H", "H", "H", "H", "H", "H", "H", "H", "H", "H", "H", "H", "H", "H", "H", "H"], "xyz": [[1.24459, 1.30664, -2.26840], [0.81806, 0.02244, -1.95351], [-0.71782, -0.04119, -1.91214], [-1.15030, -1.57600, -1.81479], [-0.41286, -2.34652, -0.64554], [-0.37958, -3.80037, -1.23787], [0.88028, -3.98498, -1.92490], [2.23590, -3.75469, -0.93345], [2.52270, -4.93649, -0.04924], [-1.32748, -2.34795, 0.59054], [-0.27805, -2.35215, 1.63899], [0.23043, -1.09506, 1.99913], [1.42945, -0.66147, 1.92641], [2.23551, -1.49557, 1.29818], [1.75277, 0.68328, 2.16978], [1.23827, 1.77589, 1.50952], [-0.31115, 2.00938, 1.32070], [-0.91377, 1.50328, 2.12142], [-0.73790, 2.92402, 0.49149], [0.06228, 4.05102, -0.01823], [-0.77052, 4.75867, -0.96514], [-2.04005, 4.51965, -1.19144], [-2.43543, 3.00296, -0.05303], [2.39077, 1.18547, -2.34375], [0.96422, 2.04023, -1.64839], [1.00998, 1.61219, -3.34790], [1.29732, -0.35119, -0.88788], [1.22296, -0.75312, -2.88593], [-0.97753, 0.45560, -0.83687], [-1.15727, 0.41351, -2.53300], [-0.83065, -2.13870, -2.64538], [-2.20183, -1.72535, -1.89286], [-0.19547, -4.39733, -0.22329], [-1.20885, -4.31256, -1.66218], [0.78964, -3.29016, -2.61688], [0.75152, -5.23210, -2.27210], [2.99282, -3.60498, -1.73789], [1.91629, -2.98893, -0.54535], [1.54360, -5.11075, 0.38344], [3.49898, -4.58580, 0.43222], [2.47412, -5.88724, -0.60104], [-1.90153, -1.43774, 0.68730], [-2.17111, -3.04270, 0.65673], [0.42709, -2.97157, 1.31496], [-0.98653, -2.87304, 2.63908], [-0.46247, -0.32532, 2.49371], [1.38082, 0.97928, 3.04208], [2.71947, 1.01371, 2.32058], [1.49793, 1.91663, 0.63162], [1.01720, 4.17178, -0.10186], [-0.48541, 5.48070, -1.64546], [-2.73984, 4.80946, -1.67075]]}



2.
{"formula": "C18H16F6N5O3S3SbV", "method": "wB97M-V/def2-TZVPD", "e_above_lowest_kj_mol": 146.2, "multiplicity": 2, "homo_energy_ev": [-8.3, -8.4], "homo_lumo_gap_ev": [5.77, 6.56], "s2": 0.80, "lumo_energy_ha": [-0.09295, -0.06584], "species": ["V", "N", "C", "S", "N", "N", "C", "C", "C", "C", "C", "C", "C", "O", "H", "H", "H", "H", "H", "H", "H", "O", "C", "C", "C", "C", "C", "C", "C", "O", "N", "N", "C", "S", "C", "C", "S", "H", "H", "H", "H", "H", "H", "H", "H", "H", "F", "Sb", "F", "F", "F", "F", "F"], "xyz": [[0.57550, 1.18891, -0.33818], [-2.32242, 4.10975, -1.41855], [-1.31731, 3.41956, -0.84752], [0.01505, 2.91534, -1.83607], [-1.35994, 3.16863, 0.42576], [-0.33125, 2.39123, 0.85284], [-0.16370, 2.34598, 2.14633], [0.90345, 1.67718, 2.80067], [0.94455, 1.63167, 4.20891], [2.02353, 1.10425, 4.86564], [3.12211, 0.62955, 4.13119], [3.11722, 0.65555, 2.75963], [1.99833, 1.14364, 2.06512], [1.96919, 1.12547, 0.76188], [-2.22030, 4.41633, -2.36748], [-3.03505, 4.51308, -0.83509], [-0.88009, 2.89406, 2.75049], [0.10139, 2.02120, 4.76673], [2.03631, 1.05850, 5.94578], [3.98413, 0.23646, 4.65357], [3.95020, 0.29015, 2.17341], [-2.74145, -3.24044, -0.64714], [-2.35510, -3.13610, 0.62854], [-2.77766, -4.12602, 1.51796], [-2.43203, -4.07210, 2.85133], [-1.64889, -3.02674, 3.33819], [-1.21059, -2.05213, 2.46993], [-1.55395, -2.08579, 1.11270], [-1.04864, -1.02487, 0.24081], [-0.21697, -0.13950, 0.68991], [-1.44071, -0.98177, -0.99724], [-0.95454, 0.09402, -1.69174], [-0.93043, -0.18948, -2.97226], [-1.17590, -1.86810, -3.40873], [-1.16833, -1.60689, -5.20896], [-0.31815, -0.39310, -5.48058], [-0.83529, 0.90631, -4.31672], [-2.39648, -2.46385, -1.14188], [-3.38756, -4.93029, 1.12825], [-2.77359, -4.84792, 3.52419], [-1.38642, -2.98153, 4.38660], [-0.58655, -1.23827, 2.81658], [-2.19832, -1.47322, -5.53695], [-0.75667, -2.50677, -5.66458], [-0.44527, -0.00710, -6.49052], [0.73607, -0.58485, -5.28308], [1.72534, -0.41316, -1.42981], [3.31783, 0.73940, -1.86043], [2.13782, 1.35419, -3.24837], [3.73438, -0.70820, -3.00395], [4.83054, 1.64900, -2.50613], [4.25372, -0.02514, -0.41162], [2.89287, 2.44392, -1.06936]]}



3.
{"formula": "C31H42BrN3P2Pt", "method": "wB97M-V/def2-TZVPD", "e_above_lowest_kj_mol": 128.3, "multiplicity": 3, "charge": 2, "homo_energy_ev": [-12.7, -12.6], "homo_lumo_gap_ev": [6.06, 2.77], "s2": 2.01, "lumo_energy_ha": [-0.24243, -0.36287], "species": ["C", "C", "C", "C", "N", "C", "C", "C", "C", "C", "C", "C", "C", "C", "Pt", "P", "H", "H", "H", "H", "H", "H", "H", "H", "C", "C", "H", "H", "H", "H", "H", "C", "C", "H", "H", "H", "H", "H", "C", "C", "H", "H", "H", "H", "H", "Br", "P", "C", "C", "H", "H", "H", "H", "H", "C", "C", "H", "H", "H", "H", "H", "C", "C", "H", "H", "H", "H", "H", "N", "C", "C", "C", "C", "N", "C", "C", "H", "H", "H", "H"], "xyz": [[4.88041, -6.34874, -2.48272], [4.10937, -5.29204, -3.02737], [3.99119, -5.24651, -4.43873], [4.62886, -6.22706, -5.20470], [5.36066, -7.23016, -4.68858], [5.47237, -7.27284, -3.34929], [3.48348, -4.32265, -2.19653], [2.94266, -3.48474, -1.47842], [2.31644, -2.51481, -0.64699], [1.62840, -2.90023, 0.53161], [1.01417, -1.94168, 1.34378], [1.05708, -0.56390, 1.02493], [1.74622, -0.18728, -0.15187], [2.36293, -1.13556, -0.97407], [0.17412, 0.80369, 2.19717], [-1.93592, 0.04150, 1.55880], [3.40838, -4.45323, -4.91601], [5.00695, -6.43510, -1.39964], [4.54511, -6.20307, -6.30003], [6.07268, -8.09706, -2.93972], [2.88937, -0.82277, -1.88181], [1.58518, -3.96143, 0.79790], [1.80119, 0.87082, -0.43372], [0.49046, -2.27376, 2.24793], [-3.15983, 1.35233, 2.05272], [-4.59247, 1.29492, 1.50841], [-2.67768, 2.29853, 1.74625], [-3.12787, 1.35192, 3.15775], [-5.23608, 1.98152, 2.08681], [-4.63684, 1.61337, 0.45274], [-5.03029, 0.28663, 1.58056], [-2.18055, -0.28288, -0.25574], [-2.68005, -1.66276, -0.70294], [-1.19771, -0.07046, -0.71279], [-2.84463, 0.52502, -0.61496], [-2.68372, -1.71635, -1.80617], [-2.01816, -2.46635, -0.33746], [-3.70227, -1.87888, -0.35370], [-2.37396, -1.53242, 2.44692], [-3.85358, -1.87510, 2.66276], [-1.86730, -1.42714, 3.42240], [-1.84825, -2.33521, 1.89570], [-3.93611, -2.85684, 3.16236], [-4.33737, -1.13242, 3.31923], [-4.42348, -1.92865, 1.72103], [-0.94542, 2.53773, 3.68325], [-0.44072, 3.67257, -3.31291], [-1.89369, 2.64743, -2.69293], [-3.26529, 3.28922, -2.94558], [-1.75084, 2.41834, -1.61821], [-1.83739, 1.68260, -3.23144], [-4.06975, 2.53296, -2.90032], [-3.49788, 4.06856, -2.19962], [-3.29870, 3.76533, -3.94137], [0.28693, 4.27584, -1.68868], [1.09577, 5.57458, -1.80219], [0.94248, 3.45710, -1.33468], [-0.52267, 4.38424, -0.93977], [1.13566, 6.09972, -0.83089], [2.13315, 5.37237, -2.12311], [0.64687, 6.26869, -2.53385], [0.78127, 2.27955, -3.62662], [0.90325, 1.90227, -5.10857], [0.50426, 1.39706, -3.01635], [1.75766, 2.63576, -3.24710], [1.85960, 1.38645, -5.30852], [0.09057, 1.22325, -5.42384], [0.85601, 2.79890, -5.75136], [0.79189, 3.13888, 9.13255], [0.69549, 2.77449, 8.05032], [0.57427, 2.31629, 6.68949], [1.63260, 2.36458, 5.75047], [1.64227, 1.52759, 4.57499], [0.64463, 0.60114, 4.28665], [-0.30531, 0.41104, 5.28347], [-0.33842, 1.23801, 6.46271], [2.45120, 3.05527, 5.90964], [2.37702, 1.75844, 3.81510], [-1.15167, -0.23439, 5.11714], [-1.10868, 1.03793, 7.19835]]}



4.
{"formula": "C3H3ClN2OS", "method": "wB97M-V/def2-TZVPD", "e_above_lowest_kj_mol": 586.6, "multiplicity": 1, "homo_energy_ev": [-8.8, -8.6], "homo_lumo_gap_ev": [7.83, 6.36], "lumo_energy_ha": [-0.03550, -0.08150], "species": ["C", "C", "C", "N", "N", "O", "S", "Cl", "H", "H", "H"], "xyz": [[1.77196, -1.21245, 0.03959], [1.36363, 0.14191, 0.04230], [-0.97432, -0.27941, -0.51479], [1.03343, -2.14366, -0.40111], [0.12297, 0.43700, -0.19657], [-2.13937, 1.92932, -0.14993], [-2.47313, 0.60128, -0.67256], [-3.30497, -0.52314, 0.96354], [2.66476, -1.43174, 0.56327], [1.96834, 1.06947, 0.35048], [-0.03330, 1.41143, -0.02422]]}



5.
{"formula": "C2H7N2O", "method": "wB97M-V/def2-TZVPD", "e_above_lowest_kj_mol": 190.9, "multiplicity": 1, "charge": 1, "homo_energy_ev": -15.4, "homo_lumo_gap_ev": 11.64, "lumo_energy_ha": -0.13661, "species": ["C", "C", "N", "N", "O", "H", "H", "H", "H", "H", "H", "H"], "xyz": [[0.11186, 1.51937, -1.52564], [-0.61966, -1.49821, 1.26934], [0.91993, 0.93408, -0.76800], [-0.69552, 2.18096, -2.04571], [0.51162, -0.62968, 1.38065], [-1.50422, -0.89444, 1.45850], [-0.56948, -2.29726, 2.00611], [-0.67715, -1.93564, 0.26775], [1.91264, 1.11039, -0.86935], [0.65337, 0.33044, 0.09430], [-1.33393, 2.35510, -2.79641], [1.29054, -1.17509, 1.52846]]}